(1)
{"formula": "C36H39BCsF5N10Se", "method": "wB97M-V/def2-TZVPD", "largest_force_ha_per_bohr": 0.0281, "lumo_ev": 3.6, "e_above_lowest_kcal_mol": 9.8, "homo_lumo_gap_ev": 3.6426, "mol_weight_g_mol": 929.445, "charge": -2, "spin_multiplicity": 1, "elements": ["Cs", "C", "C", "N", "C", "C", "C", "C", "N", "C", "C", "F", "C", "F", "C", "C", "F", "C", "F", "H", "H", "H", "H", "H", "H", "H", "H", "H", "H", "H", "H", "H", "H", "H", "C", "C", "N", "N", "C", "B", "N", "C", "C", "C", "N", "N", "C", "C", "C", "N", "H", "H", "H", "H", "H", "H", "H", "H", "H", "H", "F", "C", "C", "C", "C", "C", "C", "C", "H", "H", "H", "H", "H", "H", "C", "N", "C", "Se", "N", "C", "C", "C", "C", "C", "C", "H", "H", "H", "H", "H", "H", "H", "H"], "xyz": [[-0.05786, -0.41139, 0.14187], [-1.00643, -1.20478, -3.81416], [0.19986, -2.12733, -3.96199], [1.18602, -1.95858, -2.88821], [2.40775, -1.31128, -3.33849], [2.15572, 0.11345, -3.81466], [1.41290, -3.22376, -2.18352], [2.52595, -3.26899, -1.14440], [2.33175, -2.30526, -0.08313], [3.18696, -2.27472, 0.92224], [2.96298, -1.34215, 1.99155], [1.86636, -0.53497, 1.89097], [3.75481, -1.21786, 3.09735], [3.41780, -0.31186, 4.04203], [4.88936, -1.99643, 3.28999], [5.15250, -2.90565, 2.28170], [6.24555, -3.70270, 2.39673], [4.36688, -3.05368, 1.16234], [4.76359, -3.99845, 0.26021], [-1.69944, -1.34363, -4.64950], [-1.54548, -1.42739, -2.88955], [-0.71323, -0.15131, -3.79243], [-0.13990, -3.16810, -3.97296], [0.67914, -1.95080, -4.93359], [3.09879, -1.27620, -2.49672], [2.89280, -1.89318, -4.14705], [1.65725, 0.69579, -3.03904], [3.10727, 0.59574, -4.05371], [1.52448, 0.15602, -4.70366], [0.46704, -3.48629, -1.69500], [1.64021, -4.03079, -2.90737], [2.51578, -4.30279, -0.76890], [3.49140, -3.15267, -1.65262], [5.51901, -1.89659, 4.16003], [-4.50777, -2.20265, -1.79932], [-3.37043, -2.59204, -1.07118], [-3.17465, -1.80205, -0.02136], [-4.17201, -0.89914, -0.04647], [-4.98319, -1.11346, -1.10163], [-4.31079, 0.28608, 0.95509], [-3.78401, 1.59223, 0.31785], [-4.52759, 2.50841, -0.33868], [-3.68839, 3.49537, -0.80338], [-2.41826, 3.08906, -0.36048], [-2.48224, 1.94910, 0.31496], [-3.58990, -0.02933, 2.28451], [-4.20006, -0.20026, 3.47739], [-3.23182, -0.42701, 4.43141], [-2.02833, -0.38611, 3.69897], [-2.25819, -0.15196, 2.41182], [-4.90953, -2.63784, -2.69964], [-2.69366, -3.41330, -1.25822], [-5.84170, -0.48561, -1.28154], [-5.48991, 0.43546, 1.20024], [-5.59471, 2.38833, -0.44286], [-3.94582, 4.36810, -1.37981], [-1.46335, 3.56568, -0.52810], [-5.27326, -0.14262, 3.56306], [-3.36957, -0.60340, 5.48492], [-1.01675, -0.53614, 4.04891], [-2.71433, 2.71374, -8.74390], [-2.23265, 2.66360, -7.44006], [-0.94706, 3.08855, -7.16591], [-0.46253, 3.04505, -5.86937], [-1.25163, 2.57967, -4.75627], [-0.78855, 2.54706, -3.44619], [-2.57218, 2.13180, -5.12705], [-3.04235, 2.18239, -6.42648], [-0.32580, 3.45064, -7.97973], [0.55284, 3.37513, -5.67297], [-1.43211, 2.19818, -2.64712], [0.19401, 2.92610, -3.18351], [-3.21403, 1.74273, -4.34235], [-4.04837, 1.85156, -6.66534], [-0.27987, 6.14896, 1.49462], [-1.03471, 5.10975, 2.15849], [-0.50932, 3.92775, 2.59000], [1.26958, 3.53252, 2.73124], [-1.55902, 3.17633, 3.00237], [-2.75148, 3.86604, 2.84574], [-4.06231, 3.53675, 3.12788], [-5.02391, 4.50866, 2.89002], [-4.68176, 5.76743, 2.39383], [-3.36403, 6.09035, 2.10342], [-2.41366, 5.11204, 2.32784], [0.60551, 5.70103, 1.05145], [0.03676, 6.92180, 2.19728], [-0.89971, 6.58737, 0.71371], [-1.47597, 2.18476, 3.18095], [-4.32070, 2.55606, 3.50233], [-6.06294, 4.28071, 3.09110], [-5.45722, 6.50301, 2.22279], [-3.09236, 7.06128, 1.70972]], "forces_ev_per_angstrom": [[-1.0, 0.3, -1.0], [0.1, 0.0, -0.1], [-0.2, 0.3, 0.1], [0.1, -0.2, 0.3], [-0.1, 0.1, 0.0], [0.1, -0.1, 0.0], [0.0, 0.1, -0.1], [0.0, 0.1, 0.1], [0.1, 0.0, 0.1], [-0.1, 0.0, -0.1], [0.1, 0.0, 0.0], [0.8, -0.1, 0.7], [0.0, 0.0, 0.0], [0.0, 0.0, 0.0], [0.1, 0.0, 0.0], [0.0, 0.0, 0.0], [0.0, 0.0, 0.0], [0.0, 0.0, 0.0], [0.0, 0.0, 0.0], [0.0, 0.0, 0.0], [0.0, 0.0, 0.0], [0.0, 0.0, 0.0], [0.0, 0.0, 0.0], [0.0, 0.0, 0.0], [0.0, 0.0, 0.0], [0.0, 0.0, 0.0], [0.0, 0.0, 0.0], [0.0, 0.0, 0.0], [0.0, 0.0, 0.0], [0.0, -0.1, 0.0], [0.0, 0.0, 0.0], [0.0, 0.0, 0.0], [0.0, 0.0, 0.0], [0.0, 0.0, 0.0], [0.1, 0.0, 0.0], [-0.1, 0.0, 0.0], [0.1, 0.0, -0.1], [0.0, 0.0, 0.0], [0.0, -0.1, 0.0], [0.2, -0.1, -0.1], [-0.1, 0.1, 0.3], [0.0, 0.0, 0.0], [0.0, 0.1, 0.1], [-0.1, 0.0, 0.0], [0.0, 0.0, -0.2], [-0.2, 0.0, 0.0], [0.1, 0.0, 0.0], [0.1, 0.0, -0.1], [-0.1, -0.1, 0.1], [0.1, 0.1, 0.3], [0.0, 0.0, 0.0], [0.0, 0.0, 0.0], [0.0, 0.0, 0.0], [0.0, 0.0, 0.0], [0.0, 0.0, 0.1], [0.0, 0.0, 0.0], [0.0, 0.0, 0.0], [0.0, 0.0, -0.1], [0.0, 0.0, 0.0], [0.0, 0.0, 0.0], [0.0, 0.0, 0.0], [0.0, 0.0, 0.0], [0.1, 0.0, 0.1], [-0.1, 0.0, 0.0], [0.1, 0.0, 0.1], [-0.1, 0.0, -0.1], [0.1, 0.0, -0.1], [0.0, 0.0, 0.1], [0.0, 0.0, 0.0], [0.0, 0.0, 0.0], [0.0, 0.0, -0.1], [0.0, 0.0, 0.0], [0.0, 0.0, 0.0], [0.0, 0.0, 0.0], [0.0, 0.0, 0.1], [0.0, 0.0, -0.2], [-0.1, 0.2, 0.2], [-0.1, -0.2, -0.2], [-0.1, 0.0, 0.0], [0.2, -0.1, 0.0], [-0.1, -0.1, 0.0], [0.0, 0.0, 0.0], [0.0, 0.0, 0.0], [0.0, 0.1, -0.1], [0.2, 0.0, 0.0], [0.0, 0.0, 0.0], [0.0, 0.0, 0.0], [0.0, 0.0, 0.0], [0.0, 0.0, 0.0], [0.0, 0.0, 0.0], [0.0, 0.0, 0.0], [0.0, 0.0, 0.0], [0.0, 0.0, 0.0]]}

(2)
{"formula": "C27H28ClN4O3S2", "method": "wB97M-V/def2-TZVPD", "largest_force_ha_per_bohr": 0.0273, "lumo_ev": -2.6, "e_above_lowest_kcal_mol": 0.0, "homo_lumo_gap_ev": 7.4679, "mol_weight_g_mol": 556.133, "charge": 1, "spin_multiplicity": 1, "elements": ["C", "N", "C", "H", "H", "H", "C", "C", "H", "H", "C", "N", "C", "O", "C", "C", "C", "C", "C", "C", "H", "H", "S", "O", "O", "N", "C", "C", "C", "C", "C", "C", "C", "H", "H", "C", "H", "H", "H", "H", "H", "H", "H", "H", "C", "N", "C", "C", "C", "C", "C", "C", "S", "H", "Cl", "H", "H", "H", "H", "H", "H", "H", "H", "H", "H"], "xyz": [[-7.65082, -1.12904, -1.04529], [-6.65060, -0.63757, -0.08845], [-6.78384, -1.33443, 1.19900], [-6.06316, -0.94786, 1.91550], [-6.59416, -2.39689, 1.06269], [-7.78859, -1.20006, 1.59875], [-6.69742, 0.83574, 0.07399], [-5.32283, 1.42043, 0.39182], [-4.87238, 0.89244, 1.23388], [-5.46083, 2.45424, 0.70608], [-4.35922, 1.37373, -0.81311], [-3.14526, 0.61683, -0.53942], [-3.18678, -0.74295, -0.53349], [-4.23551, -1.34248, -0.77495], [-1.92850, -1.43047, -0.16567], [-1.28963, -2.26689, -1.07308], [-0.06223, -2.81630, -0.74333], [0.49079, -2.55398, 0.49361], [-0.17535, -1.78762, 1.43207], [-1.38792, -1.21659, 1.10265], [-1.90988, -0.59916, 1.82013], [0.26878, -1.65149, 2.40500], [2.15872, -3.09728, 0.88402], [2.57250, -4.04522, -0.09842], [2.21010, -3.42248, 2.27508], [2.95678, -1.65646, 0.67496], [3.67508, -1.26515, -0.45020], [3.53739, -1.71594, -1.74840], [4.35115, -1.14808, -2.72156], [5.26649, -0.15938, -2.40523], [5.40092, 0.28411, -1.09397], [4.59940, -0.27027, -0.12109], [4.54299, 0.00233, 1.35602], [4.41594, 1.06245, 1.57567], [5.46173, -0.33513, 1.83954], [3.32495, -0.82044, 1.81313], [3.53108, -1.46046, 2.67119], [2.47740, -0.16715, 2.05679], [6.12595, 1.04341, -0.84120], [5.88794, 0.26472, -3.17838], [4.26636, -1.48921, -3.74194], [2.84415, -2.50374, -1.98956], [0.47526, -3.44903, -1.43124], [-1.73426, -2.45042, -2.03845], [-1.94147, 1.29533, -0.41593], [-0.83694, 0.86919, -0.89301], [0.20748, 1.68072, -0.57556], [1.53701, 1.48093, -0.93830], [2.48137, 2.39762, -0.53626], [2.11617, 3.51018, 0.22737], [0.80050, 3.73862, 0.59992], [-0.14405, 2.81535, 0.19268], [-1.85565, 2.81045, 0.50238], [0.53038, 4.60155, 1.18623], [3.33233, 4.62142, 0.72264], [3.51407, 2.25810, -0.81159], [1.80808, 0.61604, -1.52079], [-4.05644, 2.38122, -1.09606], [-4.84503, 0.91385, -1.67973], [-7.06721, 1.28074, -0.85168], [-7.40430, 1.08004, 0.87026], [-5.67169, -0.89250, -0.46736], [-7.56447, -2.20913, -1.14242], [-8.65592, -0.88339, -0.70340], [-7.48866, -0.68286, -2.02415]], "forces_ev_per_angstrom": [[-0.5, -0.3, -0.5], [0.5, -0.2, -0.3], [0.0, -0.3, 0.6], [0.0, 0.1, -0.1], [0.0, 0.0, -0.1], [0.0, 0.1, -0.1], [0.1, 0.7, 0.2], [-0.1, -0.1, -0.2], [0.0, 0.0, 0.1], [-0.1, 0.0, 0.1], [-0.2, -0.1, 0.1], [-0.4, -0.3, -0.1], [0.2, 0.2, 0.2], [0.0, -0.2, -0.2], [0.2, -0.7, 0.2], [-0.2, 0.1, 0.2], [0.1, -0.1, -0.1], [0.5, -0.2, 0.1], [-0.1, 0.1, 0.2], [-0.1, -0.2, -0.1], [0.0, 0.1, 0.1], [0.0, 0.1, 0.2], [-0.2, 0.5, -0.1], [-0.1, 0.2, -0.2], [-0.1, 0.3, 0.0], [-0.2, -1.1, 0.3], [0.5, 0.2, -0.8], [0.0, 0.0, 0.0], [-0.1, 0.0, 0.0], [0.1, 0.1, -0.1], [-0.1, -0.1, 0.0], [-0.2, -0.2, 0.0], [0.0, -0.1, 0.0], [0.0, 0.0, 0.0], [0.0, 0.0, 0.0], [-0.2, 0.2, 0.9], [0.0, 0.2, 0.0], [0.1, 0.0, 0.1], [0.1, 0.1, 0.0], [0.1, 0.0, -0.1], [0.0, 0.0, -0.1], [-0.1, -0.1, -0.1], [0.0, -0.1, -0.1], [0.0, 0.0, -0.1], [1.0, 1.0, 0.2], [-0.7, -0.4, -0.6], [0.3, 0.9, 0.6], [-0.2, 0.0, 0.1], [0.0, 0.1, 0.0], [-0.4, -0.2, 0.0], [0.2, 0.1, 0.0], [0.1, -0.4, -0.2], [0.1, -0.5, -0.2], [0.0, 0.1, 0.1], [0.2, 0.1, 0.1], [0.1, 0.0, 0.0], [0.1, -0.1, -0.1], [0.0, -0.1, -0.1], [0.1, 0.1, 0.0], [0.0, -0.1, 0.0], [0.0, -0.1, -0.1], [-0.5, 0.2, 0.2], [0.1, 0.0, 0.1], [0.1, 0.0, 0.1], [0.1, 0.1, 0.1]]}